Formula: C23H77N25O14
Source: the OMol25 dataset
Level of theory: ωB97M-V/def2-TZVPD

Structure (XYZ):
```
139
Properties=species:S:1:pos:R:3:forces:R:3:lowdin_charge:R:1
H -6.955 -0.628 0.749 -0.8 -0.8 -0.5 0.084
H 6.174 1.332 1.777 -0.2 0.0 -0.3 0.066
N -3.457 -3.831 1.195 -0.3 -1.9 -0.6 0.140
N 3.287 -1.517 1.780 1.2 0.7 0.6 0.199
H 2.725 -3.863 -1.116 -0.1 -0.5 0.8 0.085
N 3.453 -3.702 -1.775 1.2 2.3 -0.6 0.169
H 4.243 -4.317 -1.903 -0.5 -0.4 0.3 0.101
C -4.830 -0.431 4.351 -4.2 -0.8 1.8 -0.625
H -3.255 -5.444 -1.558 -0.5 1.2 1.0 0.120
N -0.274 -3.960 5.111 -0.9 0.1 0.7 0.142
H -4.582 -2.332 5.123 0.2 -0.6 0.4 0.059
H -0.691 -4.032 6.043 0.6 -0.2 -0.4 0.118
N -2.404 -1.169 0.144 -0.6 -0.5 1.2 0.062
C 0.848 -3.105 -4.341 0.3 0.0 0.8 -0.094
C 1.398 1.707 0.610 1.5 0.3 3.9 -0.143
H -1.593 -4.060 2.262 -0.9 -0.3 -1.7 0.038
H -2.446 5.482 4.415 0.3 0.0 0.0 0.102
C 4.938 3.851 3.883 -1.9 0.3 0.6 -0.427
C -0.226 -1.860 -0.784 -0.2 -0.6 0.1 -0.039
H -0.908 1.311 -6.299 -0.6 1.5 -1.3 0.047
H 5.923 5.730 4.284 -0.4 0.2 -0.2 0.089
H -2.164 -0.590 -4.670 1.1 0.9 -1.3 0.031
H 1.158 2.160 -0.281 0.3 1.3 -2.4 0.050
O -2.548 -2.973 -3.983 -0.8 0.2 -0.1 -0.007
H 3.526 2.304 3.119 0.4 1.0 0.0 0.144
H 0.422 -4.623 4.858 0.8 -0.4 0.5 0.089
H -1.056 0.954 1.205 0.5 -0.5 -0.4 0.130
H -2.616 -0.723 -0.694 -0.7 0.8 -2.1 0.030
N -3.465 -4.613 -0.946 0.8 -1.5 -0.8 0.109
O -2.551 2.613 3.389 -0.3 -0.2 0.5 0.007
C 1.292 3.565 3.593 0.2 -1.5 -2.2 -0.110
N -5.216 -1.570 5.047 -0.2 1.1 0.0 0.136
H -4.208 1.660 -1.810 -0.8 -0.6 0.0 0.049
H -0.167 -3.230 -3.920 0.4 -0.2 -0.4 0.071
H 5.026 3.449 4.922 0.4 0.0 -0.8 0.152
H 0.338 -2.653 -6.923 -0.1 0.0 -0.4 0.130
H -4.663 -1.227 -2.319 0.4 0.0 -0.4 0.067
H -6.026 -1.416 5.668 1.0 -0.5 -0.7 0.118
H 4.718 5.694 2.955 -0.2 1.0 -1.7 0.058
C -0.491 0.387 0.414 -0.5 -0.2 -0.4 -0.160
H -0.738 -0.757 -7.672 -0.8 0.7 -0.2 0.132
N -4.340 -2.004 -2.894 -0.2 -1.8 0.7 0.151
H 4.160 5.662 4.590 -0.5 0.7 0.6 0.069
H -4.752 1.726 2.132 0.0 -0.4 -0.9 0.093
H 0.045 -4.531 2.619 0.2 0.2 -0.3 0.091
H 0.582 0.228 -2.954 1.0 0.0 0.2 0.093
H -1.286 5.186 2.375 -0.3 -0.4 -1.0 0.114
O 4.454 1.928 0.172 -0.9 0.4 -1.0 0.009
N -1.573 3.293 -2.282 0.1 0.3 -1.5 0.170
N 5.512 0.396 -1.226 -0.8 0.0 0.1 0.160
N -0.824 -4.094 2.865 0.4 0.0 2.1 0.190
C -2.210 3.794 3.379 -0.3 -2.6 -1.5 -0.720
H 6.693 3.874 2.858 0.1 -0.1 0.3 0.081
C 5.262 1.051 -0.046 2.0 0.3 2.0 -0.650
H 2.463 1.642 1.003 -1.1 0.4 -1.4 0.096
H 3.174 3.311 -2.749 0.3 1.1 -0.7 0.083
N -4.533 1.391 1.180 -1.2 0.0 0.0 0.156
O 2.537 3.700 4.189 -0.9 1.1 1.7 -0.148
N 5.842 3.319 2.908 0.8 -0.1 -1.5 0.023
H 4.604 -2.743 -3.611 0.3 -1.0 -1.4 0.076
N -3.406 1.959 -2.330 -0.1 0.3 0.0 0.175
H 0.526 3.563 4.313 -0.9 0.2 1.0 0.067
O -5.762 0.444 4.315 3.0 -0.5 -1.1 -0.068
N -2.141 4.520 4.524 -1.3 0.4 1.2 0.146
C -0.086 -0.524 -6.841 -0.1 0.9 0.4 -0.414
H -2.908 -1.153 4.012 -0.4 0.0 0.1 0.101
O -2.525 2.776 -0.354 -0.8 -0.2 0.9 -0.007
H 1.243 2.596 3.016 0.0 0.6 1.1 0.079
H 1.921 -0.071 -6.602 0.7 0.5 0.0 0.068
H -2.708 -3.921 -1.061 -0.7 -0.4 0.1 0.066
C -3.195 -1.973 -3.665 0.8 -0.3 1.2 -0.669
C 4.941 5.383 3.923 1.1 -1.6 1.7 -0.047
H -1.593 3.333 -3.311 0.3 0.0 1.1 0.116
H -3.485 2.173 -3.320 -0.1 0.0 0.5 0.115
H 1.449 -0.739 -8.176 0.7 0.1 -0.4 0.070
O -5.246 0.542 -0.787 -0.8 -0.4 -0.7 -0.011
H 3.734 -0.838 2.337 0.4 0.8 0.4 0.086
C -0.002 -1.896 -6.213 0.9 0.1 0.7 -0.210
C -3.700 -4.969 0.419 1.8 3.9 -1.8 -0.656
O -2.425 -3.678 4.389 -1.0 0.4 0.6 0.021
H -3.991 1.999 0.593 0.7 0.4 0.2 0.041
N -2.750 -0.718 -3.900 -1.1 -1.0 1.1 0.181
H 3.444 3.941 2.412 -0.3 0.4 -1.0 0.115
C -2.555 2.687 -1.573 1.4 0.6 -1.1 -0.669
H -0.829 -1.548 1.248 1.0 -0.9 1.6 0.102
H -0.784 0.896 -0.550 0.5 -0.3 0.6 0.121
N 2.766 2.539 -2.307 -0.3 -2.7 1.3 0.160
O 3.239 -1.436 -1.303 -0.6 0.6 1.5 0.010
N 4.633 -2.044 -2.930 0.4 1.3 0.4 0.162
H 5.765 -0.578 -1.062 -0.1 0.3 -0.4 0.093
H 0.842 -1.746 -0.579 -0.1 -0.1 -0.3 0.045
H 7.031 0.380 0.639 0.1 -0.1 0.3 0.091
H 1.838 0.112 -1.798 0.0 0.1 -0.1 0.048
H -0.461 -2.951 -0.650 0.2 0.9 -0.4 0.089
C 1.215 -0.006 -7.413 -0.9 0.3 -0.8 -0.063
C 3.556 3.421 3.344 1.4 -2.0 -0.2 -0.276
C -0.955 -1.093 0.317 -0.6 1.7 -0.8 -0.396
H -2.995 -0.663 0.832 1.0 -0.2 -0.2 0.078
H -3.357 0.366 3.337 0.6 0.8 -0.5 0.048
O 0.913 -1.905 -5.121 0.2 -0.2 0.6 -0.201
O -4.009 -6.037 0.815 -0.8 -1.9 0.7 0.078
H -6.575 0.272 2.173 0.5 -0.1 -0.7 0.093
H 0.922 2.317 1.397 -0.3 -0.1 -0.4 0.055
H 1.573 -3.116 -3.474 -0.7 0.8 -0.9 0.070
H 1.163 -2.505 3.900 0.4 -0.2 -0.2 0.055
H 3.270 2.126 -1.525 -0.1 0.3 -0.1 0.045
N -6.416 0.071 1.176 0.3 0.9 -0.1 0.183
N -0.652 0.471 -5.877 0.1 -2.5 0.4 0.067
H 5.401 3.519 1.985 0.4 -0.5 0.6 0.078
C -1.265 -3.944 4.159 0.8 0.3 -1.6 -0.670
C -5.465 0.689 0.407 1.3 0.1 3.2 -0.618
N 1.557 0.471 -2.705 -1.0 2.1 -0.6 0.184
O 0.917 0.434 0.643 -1.5 -2.0 -0.2 -0.185
H -3.412 -0.063 -3.563 0.1 1.2 -0.3 0.051
H 0.093 0.763 -5.268 0.4 -0.1 0.5 0.037
H -0.998 -2.132 -5.886 -0.5 -0.5 0.3 0.098
H -3.686 -3.998 2.138 -0.3 0.5 1.3 0.066
H -4.399 -2.906 -2.390 -0.2 0.8 -0.5 0.081
C 2.453 -2.398 2.300 -1.4 -0.1 0.0 -0.668
N 6.138 0.700 0.976 0.0 -0.3 -0.4 0.145
H 1.072 4.286 2.785 0.3 0.4 0.4 0.093
O 1.212 2.515 -3.864 -0.5 -1.6 0.1 -0.023
H 2.487 -1.523 4.256 0.0 -0.2 -0.8 0.098
H 3.488 -1.538 0.814 0.0 -0.2 -1.0 0.059
H -2.851 4.029 5.080 0.7 0.4 0.5 0.120
H -0.460 -1.529 -1.842 0.0 -0.3 1.2 0.086
N -3.625 -0.476 3.784 0.1 0.4 -0.3 0.202
H 1.189 -3.980 -4.907 -0.5 0.0 -0.4 0.083
H 4.668 0.481 -1.783 0.3 -0.3 -0.3 0.065
H 1.078 1.029 -7.890 0.4 -1.5 0.9 0.108
N -1.868 4.360 2.223 0.9 2.7 1.3 0.191
H -3.201 -2.933 0.808 -0.1 0.3 -0.1 0.044
H -0.994 3.934 -1.781 0.3 0.1 0.0 0.103
H 4.472 -1.103 -3.314 0.2 -0.8 0.3 0.118
C 1.784 1.846 -2.995 0.4 1.0 -0.2 -0.609
C 3.775 -2.328 -1.905 -0.9 -1.8 -1.1 -0.641
O 1.958 -3.248 1.566 -0.5 -0.7 0.5 -0.003
N 2.111 -2.245 3.641 -0.2 -0.2 0.4 0.151
H -1.854 3.809 1.408 0.2 -0.7 -1.2 0.054
```
Forces are in eV/Å.

Computed properties:
- Gap between HOMO and LUMO: 9.48 eV
- E_HOMO: -0.33602 hartree
- ΔE to the lowest compared entry with this formula, charge and spin: 1.374 eV
- E: -91027.8508 eV